No. 1
This record from OMol25 describes a 2-piece molecular cluster, C4H12NO2 overall in a non-equilibrium geometry. The level of theory is ωB97M-V with the def2-TZVPD basis set.

Element x y z (Å)
O: -2.68720 -1.76518 0.42663
C: -1.57758 -2.08925 0.10074
C: -0.56246 -1.00414 -0.23281
N: -0.83640 0.13960 0.67030
C: -0.13758 1.47542 0.53431
C: -0.76343 -0.59975 -1.71019
H: -1.29250 -3.14903 0.02764
H: 0.46842 -1.34202 -0.12895
H: -1.85175 0.30455 0.68606
H: -0.62719 -0.19931 1.61285
H: 0.93077 1.31571 0.68088
H: -0.41088 2.01046 1.44404
H: -0.45958 1.94382 -0.38287
H: -1.81777 -0.66948 -1.98027
H: -0.24077 -1.25519 -2.40505
H: -0.36776 0.39864 -1.88120
H: 3.95498 1.23124 1.57607
H: 4.55350 1.63401 0.23537
O: 3.72517 1.61989 0.72645

Output
- Strongest force on any atom: 1.67 eV Å⁻¹
- Total charge: +1

Atomic charges from the Löwdin analysis, expressed in e, are listed below: number 1, O, carries 0.1033; number 2, C, carries -0.1819; number 3, C, carries -0.2712; number 4, N, carries 0.0255; number 5, C, carries 0.0477; number 6, C, carries -0.0035; number 7, H, carries 0.1496; number 8, H, carries 0.1608; number 9, H, carries 0.1777; number 10, H, carries 0.1849; number 11, H, carries 0.0966; number 12, H, carries 0.1126; number 13, H, carries 0.1006; number 14, H, carries 0.0996; number 15, H, carries 0.1023; number 16, H, carries 0.0796; number 17, H, carries 0.0359; number 18, H, carries 0.0441; number 19, O, carries -0.0644

No. 2
This record from OMol25 describes a 2-piece molecular cluster, C4H12NO2 overall in a non-equilibrium geometry. The level of theory is ωB97M-V with the def2-TZVPD basis set.

Element x y z (Å)
O: -2.63929 1.42170 -0.03636
C: -1.70193 1.41336 0.71722
C: -0.69287 0.25185 0.67421
C: 0.74868 0.76670 0.78023
C: 1.51120 0.97230 -0.52442
N: -0.98516 -0.47697 -0.57600
H: -1.57369 2.23212 1.43279
H: -0.91348 -0.36570 1.53667
H: 1.29773 0.22044 1.53982
H: 0.66653 1.73984 1.25859
H: 1.36346 1.96674 -0.93003
H: 2.58283 0.89412 -0.33196
H: 1.30151 0.23734 -1.30730
H: -0.66563 0.07311 -1.37536
H: -1.98259 -0.67226 -0.65100
H: -0.40110 -1.34522 -0.63473
H: 0.59860 -3.61287 -1.13734
H: 1.14596 -2.74263 0.02609
O: 0.33924 -2.97398 -0.46113

Output
- Strongest force on any atom: 1.35 eV Å⁻¹
- Total charge: +1

Atomic charges from the Löwdin analysis, expressed in e, are listed below: number 1, O, carries 0.0980; number 2, C, carries -0.1650; number 3, C, carries -0.2484; number 4, C, carries -0.1817; number 5, C, carries -0.0686; number 6, N, carries 0.2048; number 7, H, carries 0.1459; number 8, H, carries 0.1651; number 9, H, carries 0.1181; number 10, H, carries 0.1126; number 11, H, carries 0.0891; number 12, H, carries 0.0927; number 13, H, carries 0.0691; number 14, H, carries 0.1587; number 15, H, carries 0.1729; number 16, H, carries 0.1137; number 17, H, carries 0.0821; number 18, H, carries 0.0750; number 19, O, carries -0.0340

No. 3
This record from OMol25 describes one molecule with the formula C4H12NO2P in a non-equilibrium geometry. The level of theory is ωB97M-V with the def2-TZVPD basis set.

Element x y z (Å)
C: 1.84086 -0.33772 -2.48121
O: 1.06375 -0.64496 -1.37009
P: 1.31217 0.44401 0.26720
O: 1.42291 -0.76100 1.31912
C: 0.61438 -1.93096 1.22717
N: -0.34726 0.82271 0.39273
C: -0.87336 1.74868 -0.58890
C: -0.94301 1.00726 1.70058
H: 2.54363 -1.15428 -2.68352
H: 2.41799 0.58165 -2.35167
H: 1.18390 -0.21325 -3.35014
H: 0.15197 -2.11492 2.19793
H: 1.26144 -2.76890 0.96680
H: -0.14921 -1.81764 0.45935
H: -0.32982 1.62953 -1.52286
H: -1.92742 1.52456 -0.76575
H: -0.79268 2.79163 -0.26151
H: -1.97974 0.66020 1.67958
H: -0.39756 0.43573 2.44757
H: -0.94287 2.06172 2.00254

Output
- SMILES string: COP(OC)N(C)C
- Strongest force on any atom: 3.71 eV Å⁻¹

Atomic charges from the Löwdin analysis, expressed in e, are listed below: number 1, C, carries -0.2606; number 2, O, carries -0.4023; number 3, P, carries 1.0185; number 4, O, carries -0.4201; number 5, C, carries -0.1344; number 6, N, carries -0.4321; number 7, C, carries -0.1422; number 8, C, carries -0.1351; number 9, H, carries 0.0705; number 10, H, carries 0.0533; number 11, H, carries 0.0715; number 12, H, carries 0.0838; number 13, H, carries 0.0873; number 14, H, carries 0.0734; number 15, H, carries 0.0658; number 16, H, carries 0.0879; number 17, H, carries 0.0795; number 18, H, carries 0.0876; number 19, H, carries 0.0671; number 20, H, carries 0.0805

Number 1: E_LUMO -0.13179 Ha, E_HOMO -14.7 eV. Number 2: E_LUMO -0.12650 Ha, E_HOMO -14.6 eV. Number 3: E_LUMO 0.03440 Ha, E_HOMO -8.5 eV.